1.
Entry from the OMol25 dataset: a 2-piece molecular cluster, C21H30F3N2O9P overall at a distorted geometry (ωB97M-V with the def2-TZVPD basis set).

Computed properties:
Net charge: -2
Largest force on an atom (eV/A): 5.53
E_HOMO (eV): -0.4
Molar mass (Da): 542.4
Orbital gap (eV): 1.81

Atoms and positions in Å:
C 0.9817 -4.6565 -0.9215
C 2.6243 0.6423 1.0389
O -0.3263 2.7673 -0.1701
H 4.2264 2.8416 2.4307
F -6.4002 1.9499 1.7894
O 5.9186 4.8782 -0.2262
H 1.5302 0.2566 0.9239
O -3.6649 1.4314 0.8675
H 2.9006 0.4120 2.1443
C 2.5972 2.2428 0.8876
C 2.8074 -3.5542 0.6675
H -2.7718 2.6360 -0.6822
H 1.7518 -0.1965 -2.7294
H 3.3259 2.8150 -1.1452
P 7.2462 5.2958 0.4172
C 2.2965 2.7793 -0.6016
H -1.0522 0.3564 3.0296
C 1.2262 -3.7124 0.3821
H 3.0385 -2.4202 0.6780
H 0.6347 -4.2043 1.2412
O 1.4503 1.9161 -1.4080
C -6.5306 0.5120 1.7732
C -2.6033 1.5871 1.8161
C 0.0359 -0.8705 -1.7767
H 1.9430 3.8870 -0.5829
N 1.4927 -0.9508 -2.0584
O -2.1225 2.6851 2.2107
C -4.5740 -1.1774 -1.1504
H 1.8574 -5.4220 -0.9117
O 7.0990 6.6988 1.0170
H 3.3044 0.0998 0.2943
C 0.1248 1.7824 -0.8647
F -6.9542 -0.0902 3.0085
F -7.2363 0.0178 -0.5182
H 0.7831 -2.6555 0.2144
C -0.1461 -3.5100 -2.7063
H 0.0444 -3.3424 -3.8423
C -2.2422 0.3920 -1.0143
H 4.3201 3.7965 0.7721
C -2.9767 -0.9671 -1.3331
H -5.4583 -2.3390 0.6780
C -0.6727 0.4681 -1.2094
H -0.8812 -4.4021 -2.6477
O 8.3560 5.3110 -0.6403
H 1.9831 -0.7224 -1.1795
C -0.7863 -2.1696 -2.1064
H 3.1639 -4.0849 1.6353
C -3.1944 1.5849 -0.5127
H -4.8582 -2.1878 -1.6527
H 1.8440 2.7701 1.5874
H -2.8209 -0.1267 3.2537
C 4.0952 2.7753 1.2846
C -5.0468 -1.2900 0.3901
H 4.8777 2.0285 0.8605
H 3.4440 -4.0151 -0.1880
H -4.1518 1.5210 -1.1718
H -2.0101 -0.6338 1.6769
O 7.6112 4.2953 1.5195
H -5.0946 -0.3594 -1.7588
C -2.0321 0.2040 2.4615
H -4.1814 -0.9963 1.1009
C -6.2909 -0.2486 0.5569
H 0.0134 -5.2711 -0.8660
O 1.1326 -3.8877 -2.1402
H -2.7612 -3.0220 -2.0461
N -2.2400 -2.1511 -1.8470

Atoms 1-2, force components in eV/Å:
1.29 0.26 0.90
-1.73 0.51 0.82

Mulliken population analysis, charges in e, atoms 1 to 8: C -0.72; C -1.05; O -0.75; H 0.31; F -0.20; O -0.40; H 0.12; O -0.25



2.
Entry from the OMol25 dataset: C21H30F5NOP2Ru as an isolated structure at a distorted geometry (ωB97M-V with the def2-TZVPD basis set).

Computed properties:
Largest force on an atom (eV/A): 3.74
E_HOMO (alpha / beta) (eV): -6.8 / -7.9
Spin multiplicity: 5
Molar mass (Da): 570.5
Orbital gap (alpha / beta) (eV): 7.39 / 6.48
Energy relative to the best compared isomer or geometry (same formula, charge and spin) (kcal per mole): 0.0

Atoms and positions in Å:
C -1.6435 3.5827 -0.7170
C 1.0535 -0.0518 -2.8580
C 0.9426 -1.4799 -4.8384
H 1.4458 3.1294 2.6569
H 2.6477 1.4057 -5.5290
H 3.2938 -1.4178 -1.1410
C 0.4948 3.2350 3.2064
Ru 0.2816 0.4790 0.1532
C -2.7700 -3.7599 0.8413
H 2.1035 1.8261 -3.1199
H 2.0709 -2.6099 -0.6185
C -3.2851 1.4760 0.3320
C 0.6366 -1.2519 -3.4945
C 2.9101 -1.9829 -0.2758
C -2.1119 -3.1896 1.9111
F -1.6995 -1.6857 -1.8396
H -3.2037 1.7295 -2.6145
H -0.0364 4.1250 2.8253
H 3.7108 -2.6179 0.1421
C -0.3571 1.9698 3.0389
H 2.9378 -2.3348 2.7950
H -4.0904 2.1510 -0.0083
H -0.8169 3.8702 -1.3887
C 1.6661 -0.5291 -5.5788
C -2.6006 -3.2115 -0.4130
H 4.6276 -0.5250 1.7386
C -1.0887 -1.4436 0.4690
C -1.7818 -2.0891 -0.5930
C 1.7840 0.9029 -3.6137
H -3.6067 0.4284 0.2122
C -1.2956 -2.0672 1.7246
P -1.7254 1.7257 -0.6325
H 4.1203 0.7636 0.5863
H -3.0812 1.6567 1.4006
H 1.2472 -2.6087 2.2308
F -2.2557 -3.7275 3.1489
C 2.0042 -1.8430 2.4687
H 1.9030 -0.7136 -6.6318
H -0.4467 -0.0014 3.9554
F -3.5606 -4.8479 1.0180
H -1.4547 1.6357 -3.0500
H 0.6136 -2.4096 -5.3161
H -2.2853 0.1849 -2.4224
H 3.5661 0.8239 2.2847
H -2.5858 4.0278 -1.0856
H 1.6144 -1.2117 3.2847
P 2.2663 -0.7881 0.9717
C -0.2807 1.0468 4.2606
F -0.7068 -1.6436 2.8118
N 0.7466 0.1645 -1.5439
H 0.7069 1.1205 4.7491
H -1.4173 2.2811 2.8989
H -1.0598 1.3143 4.9929
C 3.8019 0.1484 1.4450
H 0.0731 -1.9818 -2.9053
O 0.0521 1.2696 1.8955
F -3.2320 -3.7700 -1.4770
C 2.0833 0.6599 -4.9580
C -2.2292 1.2832 -2.3494
H 0.7263 3.3976 4.2744
H -1.4235 3.9793 0.2891

Atoms 1-2, force components in eV/Å:
0.32 -0.18 0.14
-0.37 -0.05 1.03

Mulliken population analysis, charges in e, atoms 1 to 8: C -1.21; C -0.17; C -0.61; H 0.22; H 0.35; H 0.30; C -1.37; Ru -0.58



3.
Entry from the OMol25 dataset: C21H30Ge2MnNS as an isolated structure (ωB97M-V with the def2-TZVPD basis set).

Computed properties:
Net charge: +3
Largest force on an atom (eV/A): 0.76
E_HOMO (alpha / beta) (eV): -17.3 / -17.3
Spin multiplicity: 4
Molar mass (Da): 528.7
Orbital gap (alpha / beta) (eV): 5.24 / 6.54
Energy relative to the best compared isomer or geometry (same formula, charge and spin) (kcal per mole): 1.3

Atoms and positions in Å:
H 5.6059 1.9225 1.7969
H 5.5309 4.0085 5.5188
C -2.8943 -1.4450 -0.9442
C 3.4902 1.3552 -3.0532
C 0.8009 0.1109 4.7013
H 3.9974 0.3997 -3.2047
H -0.3549 5.2299 2.0079
C 3.4647 -1.7883 -1.3183
C 0.2714 4.4304 2.4009
H 4.0048 1.9313 -2.2846
H 1.3113 4.7322 2.2881
C 2.8519 1.5085 1.6265
H -0.7987 0.2288 3.2078
H 1.5342 2.1799 -2.5402
Mn 0.4421 0.3972 -1.8072
C 0.2879 0.1474 3.2495
H 3.1111 -2.1088 -2.2983
H 1.8852 0.0199 4.7524
H -2.3986 -3.5568 -3.5748
H 5.3255 -1.4678 -0.2077
H 5.3582 -2.7795 -1.3728
H 5.4672 -1.1204 -1.9386
C -3.1351 -2.4681 -1.8581
H -3.6087 -1.1775 -0.1781
C 2.0018 1.1937 -2.7381
Ge 2.6156 -0.1116 -0.8620
H 0.0471 4.3363 3.4636
H 1.4546 0.7342 -3.6109
H 3.6048 1.9077 -3.9879
H -0.2872 -2.2428 -3.6851
C -0.0474 3.1358 1.6267
C 4.9938 -1.7669 -1.2014
C -2.2093 -2.7693 -2.8588
H 0.5800 -0.7597 2.7149
C 3.6179 3.3830 4.7934
C -1.0411 -2.0517 -2.9340
H 0.3694 -0.7572 5.1971
Ge 0.9930 1.6232 2.2294
H 4.4685 0.8404 0.4987
N -0.7997 -1.0805 -2.0234
C 3.6434 2.1861 2.6640
C 5.6990 2.9754 3.6444
H 6.7750 3.0773 3.6040
C 5.0337 2.3224 2.6234
H -1.0983 2.8631 1.7324
S -1.0881 0.6557 -0.2103
C 2.9685 2.7317 3.7627
H -4.0596 -3.0287 -1.7982
C 3.3811 0.9040 0.5447
C -1.7057 -0.7735 -1.0766
H 3.0377 -2.4815 -0.5838
C 4.9980 3.5017 4.7252
H 1.8682 2.6698 3.8744
H 3.0692 3.7898 5.6315
H 0.4969 0.9923 5.2655
H 0.1643 3.2730 0.5638

Atoms 1-2, force components in eV/Å:
0.02 0.02 0.01
0.01 0.00 0.00

Mulliken population analysis, charges in e, atoms 1 to 8: H 0.41; H 0.46; C -0.77; C -1.20; C -1.34; H 0.37; H 0.42; C -0.47



4.
Entry from the OMol25 dataset: C21H30GeNNaTe as an isolated structure (ωB97M-V with the def2-TZVPD basis set).

Computed properties:
Net charge: -2
Largest force on an atom (eV/A): 0.11
E_HOMO (eV): -0.1
Molar mass (Da): 519.7
Orbital gap (eV): 4.09
Energy relative to the best compared isomer or geometry (same formula, charge and spin) (kcal per mole): 0.0

Atoms and positions in Å:
Ge 2.7911 -1.7050 -0.9635
C -1.4447 -1.0727 -0.4547
H 5.0420 -2.9888 -0.6688
H 3.0674 -0.9264 4.3155
H -5.7887 5.9489 -0.5220
H -0.1967 -3.3425 -0.9907
H 1.3904 -2.8709 -2.8285
H 3.0677 2.8364 4.1350
C -2.2970 4.4445 -1.4757
C -4.7144 4.5611 -1.7738
H 4.8684 -2.4658 -2.3494
C -3.9335 -3.3798 -1.9732
H 1.3677 -1.1110 3.8366
C -3.4761 4.0271 -2.1079
H 3.7461 0.1647 0.4115
C 1.6248 -1.8344 -2.5670
C 1.9469 -2.8007 0.4647
H 1.7497 -3.8261 0.1334
H -3.7247 6.7092 0.6383
H 0.6055 2.5507 3.5548
H 4.0762 1.4223 4.5074
C -2.4303 5.4230 -0.4810
Na 1.0950 1.3516 0.7196
C 3.2473 1.7865 3.8850
C 2.2617 -0.4936 3.7064
C -1.8084 -4.4981 -1.8344
C 1.9738 0.9615 4.0789
C -2.0330 -2.2434 -1.0461
H 0.6979 -1.2793 -2.4109
H 2.1337 -1.3769 -3.4188
N -0.9749 -0.1389 0.0170
H -4.9787 -3.3829 -2.2548
H -3.4101 3.2656 -2.8759
C -3.6664 5.9578 -0.1430
H -1.1934 -5.3717 -2.0083
H 3.9769 -3.8896 -1.7691
H 1.7767 0.9654 5.1756
H -3.9724 -1.3562 -1.2377
C -1.2425 -3.3698 -1.2635
C -3.1510 -4.5060 -2.1880
C 4.3336 -2.8897 -1.4954
H 2.6168 -2.8488 1.3264
H 3.3954 0.7087 -1.2598
H 2.5507 -0.5559 2.6523
H -3.5877 -5.3895 -2.6371
H -5.6036 4.2082 -2.2876
C 0.8333 1.5193 3.2399
H 3.5550 1.7473 2.8355
C -3.3782 -2.2448 -1.4034
C 3.0483 0.0820 -0.4307
Te -0.4078 3.6311 -1.9925
C -4.8226 5.5345 -0.7880
H -1.5415 5.7590 0.0389
H -0.0814 0.9284 3.4203
H 1.0200 -2.3356 0.8078

Atoms 1-2, force components in eV/Å:
0.05 0.02 -0.04
-0.05 0.00 -0.03

Mulliken population analysis, charges in e, atoms 1 to 8: Ge 0.54; C -0.53; H 0.35; H 0.45; H 0.33; H 0.29; H 0.27; H 0.35